DFT (the ωB97M-V functional and the def2-TZVPD basis) results for C39H70EuGeN2O7SSe as an isolated structure.

The geometry in XYZ format:
```
122
Properties=species:S:1:pos:R:3:mulliken_charge:R:1
Eu 1.96161 0.38524 -1.56647 1.21
C 2.67423 1.68226 -5.02847 -1.18
N 2.51196 0.35531 -4.43863 0.83
C 3.84984 -0.25858 -4.63042 -1.19
C 1.29327 -0.29161 -4.98020 -0.99
C 0.94571 -1.64719 -4.29596 -1.11
N 0.30539 -1.45266 -2.93445 1.28
C -1.10854 -1.23383 -2.98833 -2.14
C -1.88203 -0.23602 -2.09712 0.69
C -3.12265 -0.67923 -1.68258 -0.23
C -4.03635 0.11103 -0.97767 -0.58
C -3.65993 1.39863 -0.68150 0.27
C -2.42798 1.97527 -1.09939 -0.82
C -1.43518 1.13562 -1.76571 0.87
O -0.21700 1.46674 -2.07892 -0.73
C -2.36774 3.54405 -1.04369 2.09
C -0.92671 4.17254 -1.22465 -1.70
C -2.84932 3.97295 0.35048 -1.81
C -3.28073 4.20565 -2.12241 -1.83
C -5.44856 -0.39006 -0.72493 2.33
C -5.72726 -1.65565 -1.50714 -2.16
C -6.43976 0.67770 -1.10440 -1.90
C -5.68860 -0.71580 0.78232 -1.46
C 0.82135 -2.55394 -2.03492 -1.57
C 0.17591 -2.65628 -0.65260 0.41
C -0.59321 -3.81216 -0.43023 -0.69
C -1.25456 -4.04023 0.79439 -0.17
C -1.13634 -3.03584 1.78354 -0.63
C -0.34436 -1.90253 1.65334 0.06
C 0.44087 -1.75939 0.45573 1.12
O 1.35698 -0.79367 0.34127 -0.72
C -0.27184 -0.92497 2.87528 2.55
C 0.29369 -1.58001 4.15416 -1.81
C 0.38172 0.46302 2.61659 -2.15
C -1.74046 -0.57822 3.26497 -2.08
C -1.94601 -5.37494 1.16293 2.08
C -3.29559 -5.17792 1.84646 -1.53
C -2.18285 -6.26772 -0.08092 -2.03
C -0.99622 -6.19235 2.10347 -1.55
H 3.26155 1.63221 -5.99029 0.32
H 3.26022 2.25870 -4.31039 0.33
H 1.70292 2.20130 -5.16654 0.31
H 4.25925 -0.16471 -5.66974 0.31
H 3.95772 -1.30629 -4.29870 0.23
H 4.49233 0.30783 -3.95094 0.38
H 1.38807 -0.48521 -6.06795 0.31
H 0.46939 0.42515 -4.84072 0.53
H 1.88950 -2.21028 -4.17296 0.54
H 0.31688 -2.25607 -5.00224 0.36
H -1.66829 -2.19012 -2.94707 0.02
H -1.23570 -0.84118 -4.02693 0.66
H -3.40626 -1.68459 -1.97225 0.19
H -4.32875 1.98388 -0.01652 0.18
H -0.38608 3.99987 -0.29026 0.36
H -0.88369 5.25833 -1.34459 0.43
H -0.44441 3.66737 -2.05103 0.27
H -2.58435 3.30467 1.17158 0.26
H -3.96797 4.00910 0.42098 0.33
H -2.44365 4.97007 0.59171 0.46
H -2.92922 3.96110 -3.11412 0.37
H -3.21630 5.28628 -1.97424 0.46
H -4.29707 3.84753 -2.03217 0.34
H -5.48150 -1.54799 -2.56885 0.39
H -6.78189 -1.89436 -1.33662 0.50
H -5.17747 -2.52670 -1.16893 0.25
H -6.35576 1.06154 -2.12604 0.31
H -6.40499 1.52336 -0.40260 0.34
H -7.42019 0.25934 -0.96463 0.51
H -4.99891 -1.49566 1.15996 0.13
H -6.71428 -1.08253 0.92694 0.47
H -5.48812 0.14128 1.44324 0.28
H 1.93216 -2.44730 -2.00325 0.39
H 0.65299 -3.49874 -2.60532 0.56
H -0.70475 -4.56250 -1.18812 0.39
H -1.77622 -3.18446 2.67927 0.00
H 1.38911 -1.68154 4.11667 0.35
H -0.13624 -2.55747 4.35468 0.32
H 0.10260 -0.91823 5.00428 0.43
H 1.39054 0.35986 2.27486 0.48
H 0.42154 0.94183 3.60772 0.66
H -0.21177 1.06133 1.88065 0.02
H -2.20098 -1.31489 3.90620 0.44
H -2.38186 -0.45422 2.37845 0.28
H -1.70964 0.36295 3.85140 0.51
H -3.99459 -4.66468 1.17823 0.22
H -3.16830 -4.52734 2.72051 0.32
H -3.69518 -6.15800 2.16871 0.45
H -2.83721 -5.78973 -0.79660 0.37
H -2.66492 -7.19877 0.21987 0.46
H -1.25692 -6.47488 -0.57524 0.42
H -0.77488 -5.60518 3.02834 0.26
H -0.06347 -6.44489 1.64278 0.35
H -1.54424 -7.12058 2.43989 0.42
O 4.52549 3.69118 -0.33801 -0.72
S 4.11780 2.45998 -1.01558 0.91
O 2.89942 2.68005 -1.97454 -0.61
O 3.57213 1.43317 -0.00626 -0.27
O 5.15140 1.77155 -1.83985 -0.76
O 3.94010 -1.00205 -1.49262 -0.39
H 4.08731 -1.66135 -0.76070 0.27
H 4.70081 -0.39444 -1.47753 0.27
C 2.85981 3.60453 2.34370 -0.31
Ge 4.26975 3.36640 3.70860 0.66
C 5.93304 4.31471 3.06701 -1.18
C 3.57391 4.02731 5.44039 -1.23
C 4.55983 1.38317 3.98268 -0.82
Se 5.35362 0.26382 2.60423 -0.02
C 6.65388 1.34955 1.64878 -0.44
H 2.39887 4.58362 2.53801 0.49
H 2.06248 2.84829 2.41641 -0.09
H 3.38305 3.51995 1.39896 -0.14
H 5.91834 5.34709 3.41973 0.40
H 5.88566 4.30194 1.98251 0.34
H 6.84143 3.83186 3.39084 0.32
H 3.80467 5.12250 5.50247 0.34
H 3.99867 3.46163 6.28185 0.38
H 2.44513 3.91705 5.48531 0.31
H 3.58240 0.97114 4.16804 0.19
H 5.08222 1.22610 4.94177 0.44
H 6.08357 2.09949 1.13114 -0.19
H 7.21587 0.75055 0.89676 0.32
H 7.31583 1.86023 2.35159 0.31
```

Output
- LUMO level (spin up / spin down) (eV) = 1.4 / 2.0
- ⟨S²⟩ = 12.02
- energy relative to the best compared isomer or geometry (same formula, charge and spin) (eV) = 0.000
- HOMO (spin up / spin down) (eV) = -4.62 / -4.63
- DFT total energy (hartree) = -7751.2691
- net charge = -1
- spin multiplicity = 7
- molecular weight (g mol⁻¹) = 1014.60
- frontier orbital gap (spin up / spin down) (eV) = 6.036 / 6.630